The following is a quantum chemistry calculation of 9 unconnected molecules or ions with the total composition C46H65N5O18, from the OMol25 dataset.

As for the maximum force: 2.43 eV/A. The value obtained for the calculated total energy is -93041.2440 eV. As for the SMILES: O=[N+]([O-])c1ccccc1.O=[N+]([O-])c1ccccc1.O=[N+]([O-])c1ccccc1.O=[N+]([O-])c1ccccc1.O=[N+]([O-])c1ccccc1.COCCOC.COCCOC.COCCOC.COCCOC. Its spin multiplicity is 1. The value obtained for the LUMO energy is -1.2 eV. As for the charge: 0. The value obtained for the HOMO energy is -9.850 eV. The calculation puts the energy above the lowest of the compared OMol25 structures with the same formula, charge and spin at 123.8 kJ/mol. For the HOMO-LUMO gap, the calculation gives 8.70 eV.

The geometry in XYZ format:
```
134
Properties=species:S:1:pos:R:3:forces:R:3
O 3.365806 -6.515583 4.988360 0.0850 -0.5990 0.3087
N 2.860968 -5.820194 4.137474 0.2705 -0.2779 0.0702
O 3.262359 -4.715359 3.862077 -0.1511 0.6191 -0.4931
C 1.683736 -6.350076 3.442845 -0.5035 0.1003 -0.6564
C 1.319754 -7.671967 3.581095 -0.2206 -0.2144 0.6533
C 0.072647 -8.087896 3.112274 -0.0594 -0.2538 -0.6939
C -0.737134 -7.248687 2.353138 0.6376 1.0229 0.9472
C -0.351595 -5.899568 2.283484 -0.2351 -0.4264 -1.4310
C 0.876696 -5.479475 2.724843 0.0474 0.5633 1.2769
H 1.977879 -8.334363 4.126599 -0.1493 -0.0443 0.0768
H -0.308476 -9.082499 3.304260 0.4252 -0.1788 -0.0326
H -1.660311 -7.598326 1.917144 -0.1079 0.0399 0.1013
H -0.936898 -5.148530 1.766364 -0.3297 -0.2502 0.0075
H 1.099426 -4.421590 2.716067 0.2815 -0.1012 -0.1900
O 0.760858 1.873163 4.220207 -0.2186 0.2651 0.0462
N 1.700453 2.583546 3.926067 -0.1054 -0.4628 -0.9292
O 2.818697 2.446997 4.353604 0.5600 0.0854 0.3644
C 1.506547 3.641167 2.893303 -0.2855 -0.4962 0.2195
C 0.216902 3.877892 2.458202 -0.4013 -0.5689 -0.3637
C -0.017808 4.936736 1.597892 1.0885 0.2445 0.2363
C 1.083787 5.725503 1.248757 -0.2758 0.2628 -0.5992
C 2.395303 5.370871 1.546811 -0.5768 -0.3271 0.3604
C 2.610638 4.274632 2.376089 0.3870 0.4103 0.0760
H -0.516251 3.119417 2.703260 -0.2475 0.4517 0.2921
H -0.979059 5.195157 1.179239 -0.1798 -0.1955 0.2505
H 0.879035 6.611821 0.658970 0.2012 -0.0080 -0.0930
H 3.238966 5.929461 1.176533 -0.1045 0.1823 -0.0584
H 3.607112 3.934986 2.629931 -0.0198 0.1070 0.1799
O -2.020015 3.725589 4.881745 0.0117 -0.1244 -0.1702
N -3.200245 3.437139 4.921817 0.3205 0.1225 0.5138
O -4.012550 3.984393 5.638990 -0.1915 0.0958 0.0034
C -3.678306 2.350511 4.078661 -0.3627 -0.0122 -1.6247
C -5.027458 2.329962 3.728723 0.0833 -0.8442 0.9749
C -5.496750 1.285102 2.941603 -0.0224 0.6010 -0.1300
C -4.630017 0.375415 2.348016 0.1532 0.4879 0.0851
C -3.266693 0.462023 2.633347 -0.1044 0.8282 -0.3597
C -2.784339 1.488090 3.450406 -0.1476 -0.8866 0.9623
H -5.727642 2.999578 4.206007 0.1135 0.1967 -0.0951
H -6.563054 1.254670 2.760243 0.0205 -0.1409 -0.1783
H -5.048144 -0.299192 1.613744 0.2429 -0.3941 0.1970
H -2.516447 -0.143718 2.149645 -0.2079 -0.2859 -0.0555
H -1.743970 1.443230 3.749638 0.0816 0.4320 -0.1829
O -3.481916 -4.628845 0.597898 0.1744 -0.0347 0.0839
N -3.729870 -3.455751 0.424295 -0.2849 0.4460 -0.0160
O -3.320680 -2.525821 1.099509 0.1381 -0.4623 0.1452
C -4.616034 -3.087573 -0.665338 -1.0838 0.3615 -0.7746
C -4.776980 -1.745606 -1.007037 0.2344 0.1221 -0.0923
C -5.566991 -1.369295 -2.080621 -0.1751 0.1642 -0.0772
C -6.257723 -2.308272 -2.854910 0.8228 -0.1639 0.6898
C -6.208474 -3.602624 -2.381146 0.5337 -1.2627 -0.6155
C -5.382784 -4.023438 -1.345662 0.1082 0.1110 0.3210
H -4.238347 -0.942735 -0.523442 0.1107 -0.2745 0.3074
H -5.588618 -0.305022 -2.256639 -0.2027 -0.0822 -0.4561
H -6.664943 -2.141734 -3.841004 -0.4126 0.5404 0.2419
H -6.630976 -4.436702 -2.932378 -0.4171 0.3357 -0.1175
H -5.352496 -5.083969 -1.141617 0.2178 0.0621 0.2932
O 8.308434 2.691812 2.749574 0.4756 -0.0874 -0.2793
N 7.166476 2.346769 2.573740 -0.8403 0.0844 0.8099
O 6.242199 2.647135 3.316984 0.1516 -0.0366 -0.1987
C 6.809381 1.543780 1.399983 -0.1114 -0.4678 0.1082
C 7.752167 1.380710 0.409674 0.4158 0.6456 -0.9745
C 7.377682 0.885437 -0.836596 -0.2380 -0.4674 0.7927
C 6.072103 0.451214 -0.982734 -0.4702 -0.6520 -0.5419
C 5.167418 0.494409 0.059728 -0.1082 0.1958 0.9164
C 5.519739 1.025289 1.294662 0.1447 1.0204 -0.7213
H 8.752766 1.782661 0.490612 -0.0541 -0.0148 0.4506
H 8.122935 0.793503 -1.611696 -0.1245 0.0746 -0.1581
H 5.670741 0.007753 -1.887355 0.4588 0.2016 -0.2800
H 4.144245 0.165119 -0.059453 0.0452 -0.1399 -0.2185
H 4.760873 1.251890 2.029307 0.1916 -0.2943 0.3099
C -2.408885 -5.519803 -3.573665 0.2645 -0.9941 0.1410
O -1.193957 -5.719593 -2.886869 0.5225 0.0287 0.0780
C -0.804798 -4.728898 -1.977519 -0.1854 1.6523 -0.3367
C 0.666441 -4.351809 -2.148765 -0.1062 -1.2214 1.2634
O 1.431990 -5.134958 -1.234492 0.1369 -0.3940 0.1229
C 2.749057 -4.656538 -1.088647 0.0533 0.2366 0.0397
H -2.469229 -6.447822 -4.147515 -0.6287 0.1014 0.0464
H -2.427863 -4.709845 -4.311716 0.2468 0.3314 0.3879
H -3.214220 -5.436611 -2.837396 -0.2609 0.0760 -0.3451
H -1.055188 -4.927230 -0.929182 0.2787 -0.6295 -0.0345
H -1.358397 -3.793381 -2.162307 -0.1382 -0.0849 -0.3436
H 0.802049 -3.304085 -1.860151 0.0668 0.1517 -0.5466
H 0.993274 -4.652079 -3.147170 -0.0883 0.7242 -0.2596
H 2.765268 -3.868551 -0.326432 0.1229 0.2231 -0.1759
H 3.139534 -4.287219 -2.042400 0.0251 0.1615 0.0374
H 3.439524 -5.427989 -0.749165 -0.3540 -0.3043 0.0212
C -0.498375 -1.750147 2.235812 -0.3925 1.0436 -0.2116
O -0.074233 -0.545064 1.584504 0.2648 -0.9156 -0.5945
C 0.450397 -0.923464 0.309844 0.1995 0.9700 0.7493
C 1.079278 0.268884 -0.329014 0.1100 1.1951 -1.1131
O 0.117232 1.252081 -0.682300 -0.5987 -0.5008 0.5549
C 0.654562 2.516702 -0.985759 0.2934 -0.7058 0.5831
H -1.032225 -1.399762 3.117756 0.3210 -0.4348 0.3234
H 0.357958 -2.394961 2.438442 -0.0493 0.0100 0.2809
H -1.231735 -2.257863 1.606159 0.1975 -0.2127 0.0561
H -0.360136 -1.328528 -0.300585 0.1414 -0.2696 -0.1623
H 1.293837 -1.608788 0.457415 -0.3082 -0.5294 -0.1120
H 1.608715 0.018105 -1.257507 0.0568 -0.5480 -0.0292
H 1.860519 0.697413 0.308758 -0.2012 0.0818 0.4130
H -0.154855 3.238227 -0.896953 0.0788 0.0590 -0.3110
H 1.113255 2.477974 -1.979824 0.0085 0.4162 -0.0086
H 1.403325 2.743966 -0.214651 0.1226 0.3685 -0.2466
C 4.185643 3.240745 -3.282689 -0.4275 -0.3026 0.5689
O 5.072850 3.467585 -2.208916 -0.1120 0.2624 -0.0612
C 4.480542 4.308775 -1.242448 0.4503 -0.3501 0.8600
C 5.507456 4.674741 -0.163604 -0.0160 0.1233 -0.5611
O 6.618595 5.442371 -0.570890 -0.0069 -0.0403 -0.8204
C 6.250291 6.605964 -1.295375 -0.1849 0.0059 0.7075
H 3.972364 4.167387 -3.824999 0.1438 -0.0828 -0.2046
H 3.233392 2.863901 -2.884639 -0.0767 0.0363 -0.0964
H 4.582734 2.452283 -3.918474 0.2403 0.2610 -0.1351
H 3.708678 3.792334 -0.652758 -0.1945 -0.2914 -0.2978
H 3.971480 5.158551 -1.706999 0.1963 0.1791 -0.0359
H 5.921131 3.754385 0.244008 -0.0347 -0.0816 -0.0370
H 4.964208 5.179360 0.639213 0.0321 0.1398 0.0964
H 5.703705 7.246660 -0.595897 -0.0538 0.3875 -0.1899
H 5.609066 6.422869 -2.159322 0.0631 -0.2602 -0.0359
H 7.141693 7.114884 -1.648672 0.1640 -0.0924 0.1810
C -2.779288 2.748330 -2.320160 -1.6434 -1.1643 1.1361
O -4.188628 2.875006 -2.563554 -0.9871 1.4653 -0.8199
C -4.722759 1.982939 -3.538154 2.1782 -0.3667 1.0063
C -6.199578 2.019977 -3.845943 -0.2784 0.2849 -0.4807
O -6.379071 0.904220 -4.712666 -0.0744 0.3384 0.0828
C -7.540483 1.005670 -5.516649 0.0248 -1.2910 0.3681
H -2.235825 2.207984 -3.095247 0.0261 0.3093 -0.2195
H -2.826082 2.123349 -1.421216 1.0914 -0.0677 0.0578
H -2.367641 3.714778 -2.047579 0.0377 0.0993 -0.3587
H -4.447031 1.004361 -3.126718 -0.4370 -0.4132 -0.4792
H -4.098207 2.090897 -4.430165 -0.4942 0.0081 -0.4251
H -6.531784 2.920069 -4.374038 0.4176 0.2210 0.0106
H -6.873971 1.950555 -2.985643 0.3081 -0.1990 0.2996
H -7.659739 -0.005495 -5.912227 -0.0849 0.1517 -0.2992
H -7.451215 1.702539 -6.350187 0.0482 0.2737 0.1749
H -8.429381 1.173543 -4.901909 -0.0191 0.4195 -0.0757
```
Positions in Å, forces in eV/Å.